The following is a DFT calculation (wB97M-V/def2-TZVPD) of a structure of composition C46H64BrN3O3Ta.

Positions of all 118 atoms, in Å:
Ta1 0.9804 0.7675 -1.1403
C1 1.9724 -0.3348 -4.3814
N1 0.6504 -0.2943 -3.7484
C2 -0.2194 0.6471 -4.4669
C3 0.0113 -1.6136 -3.8144
C4 -1.0120 -1.7756 -2.7111
N2 -0.4069 -1.6316 -1.3876
C5 -1.4429 -1.6437 -0.3404
C6 -2.4955 -0.5737 -0.4617
C7 -3.8159 -0.9090 -0.2501
C8 -4.8232 0.0555 -0.2745
C9 -4.4387 1.3503 -0.5748
C10 -3.1208 1.7432 -0.8405
C11 -2.1464 0.7532 -0.7409
O1 -0.8180 1.0065 -0.9394
C12 -2.9173 3.2099 -1.2522
C13 -1.4628 3.6035 -1.5141
C14 -3.6906 3.4520 -2.5613
C15 -3.4601 4.1351 -0.1466
C16 -6.2687 -0.3396 0.0090
C17 -7.2186 0.8575 -0.0489
C18 -6.7243 -1.3757 -1.0289
C19 -6.3523 -0.9545 1.4145
C20 0.5050 -2.7562 -1.1498
C21 1.2489 -2.7239 0.1503
C22 1.1088 -3.7557 1.0573
C23 1.8961 -3.8181 2.2014
C24 2.9029 -2.8679 2.3151
C25 3.1055 -1.8257 1.4075
C26 2.1748 -1.7045 0.3678
O2 2.0556 -0.5921 -0.4423
C27 4.3318 -0.9224 1.5400
C28 5.2258 -1.2929 2.7282
C29 5.1848 -1.1350 0.2784
C30 3.9059 0.5408 1.7235
C31 1.6585 -4.9091 3.2407
C32 0.2250 -4.7735 3.7757
C33 1.8296 -6.2900 2.5911
C34 2.6279 -4.8063 4.4188
H1 1.9174 -0.6834 -5.4199
H2 2.6307 -1.0035 -3.8238
H3 2.4097 0.6629 -4.3798
H4 -0.3684 0.3194 -5.5026
H5 0.2145 1.6371 -4.4833
H6 -1.1910 0.7066 -3.9765
H7 0.7742 -2.3869 -3.7541
H8 -0.4917 -1.7486 -4.7789
H9 -1.4958 -2.7582 -2.8069
H10 -1.7886 -1.0166 -2.8137
H11 -0.9287 -1.5329 0.6119
H12 -1.9408 -2.6236 -0.3302
H13 -4.0570 -1.9470 -0.0515
H14 -5.2006 2.1121 -0.6326
H15 -1.0130 2.9724 -2.2789
H16 -0.8515 3.5494 -0.6126
H17 -1.4446 4.6344 -1.8727
H18 -3.2469 2.8764 -3.3776
H19 -3.6473 4.5098 -2.8275
H20 -4.7385 3.1656 -2.4790
H21 -3.0751 3.8353 0.8299
H22 -4.5489 4.1360 -0.0982
H23 -3.1403 5.1607 -0.3378
H24 -7.2326 1.3150 -1.0403
H25 -6.9487 1.6177 0.6869
H26 -8.2325 0.5241 0.1752
H27 -6.6657 -0.9640 -2.0382
H28 -7.7584 -1.6664 -0.8362
H29 -6.1103 -2.2768 -0.9923
H30 -6.0247 -0.2373 2.1695
H31 -5.7325 -1.8479 1.5015
H32 -7.3827 -1.2379 1.6360
H33 1.2547 -2.7535 -1.9398
H34 -0.0485 -3.7033 -1.2210
H35 0.3704 -4.5232 0.8525
H36 3.5898 -2.9488 3.1413
H37 5.5832 -2.3220 2.6647
H38 4.7198 -1.1507 3.6845
H39 6.0976 -0.6364 2.7194
H40 5.5602 -2.1606 0.2628
H41 6.0402 -0.4565 0.2750
H42 4.6154 -0.9761 -0.6318
H43 3.5356 0.6984 2.7394
H44 3.1087 0.8203 1.0405
H45 4.7538 1.2116 1.5671
H46 -0.5116 -4.8856 2.9786
H47 0.0739 -3.7948 4.2376
H48 0.0291 -5.5386 4.5291
H49 1.1034 -6.4532 1.7938
H50 1.6901 -7.0744 3.3370
H51 2.8298 -6.3937 2.1672
H52 2.5559 -3.8385 4.9198
H53 3.6616 -4.9581 4.1024
H54 2.3891 -5.5780 5.1514
Br1 3.8904 1.6322 -1.5355
C35 3.6602 3.1248 -0.3624
C36 4.7063 3.9988 -0.3340
C37 4.6781 5.0929 0.5484
C38 3.6039 5.2584 1.3688
C39 2.5115 4.3584 1.3387
C40 1.4178 4.5670 2.2105
C41 0.3541 3.7209 2.1971
C42 0.3363 2.6335 1.3000
C43 1.3695 2.3574 0.4365
C44 2.4990 3.2422 0.4466
H55 5.5590 3.8446 -0.9811
H56 5.5130 5.7795 0.5736
H57 3.5659 6.0856 2.0668
H58 1.4426 5.4213 2.8760
H59 -0.4897 3.8859 2.8551
H60 -0.5515 2.0164 1.2888
N3 0.4774 -0.6165 3.2303
C45 0.3041 -0.3175 2.1228
H61 0.6815 -0.9210 4.1593
C46 1.6243 3.2284 -3.0830
O3 1.1323 2.1381 -2.3456
H62 0.8455 3.6116 -3.7433
H63 2.4920 2.9408 -3.6772
H64 1.9180 4.0252 -2.3972

For the orbital gap, the calculation gives 7.89 eV. For the HOMO energy, the calculation gives -10.45 eV. Its net charge is +1. The value obtained for the LUMO energy is -0.09421 Ha.

***

The following is a DFT calculation (wB97M-V/def2-TZVPD) of a structure of composition C46H66EuO2PSSeTe.

Positions of all 119 atoms, in Å:
Eu1 -17.5642 4.6266 12.6521
C1 -19.9828 2.1169 8.8395
C2 -20.8031 3.4680 9.0692
C3 -20.2609 4.5034 7.9671
C4 -20.4630 4.0722 10.4630
C5 -20.6630 3.2484 11.6096
C6 -21.3984 3.6987 12.7445
C7 -22.3016 2.8822 13.5851
C8 -21.6967 2.3106 14.5721
C9 -23.5696 2.5857 12.9516
C10 -21.1211 5.0593 13.0681
C11 -20.5850 5.8610 12.0090
C12 -20.5316 5.4563 10.6633
C13 -20.3543 7.3663 12.2938
C14 -21.6135 8.2716 11.9966
C15 -19.2062 8.0008 11.5167
C16 -21.3132 5.6712 14.4475
C17 -22.6074 5.7471 14.8763
C18 -22.8875 6.1600 16.1562
C19 -21.9772 6.8176 16.9084
C20 -20.5895 6.7745 16.5450
C21 -20.2221 6.2337 15.3346
P1 -18.6505 6.0736 14.6864
C22 -19.0938 11.7358 15.0115
C23 -19.7534 11.8671 13.6277
C24 -17.8370 10.9293 15.0442
C25 -19.7606 12.4371 16.1631
C26 -15.5302 7.7562 18.2603
C27 -14.1138 8.0956 18.0755
C28 -15.9305 8.1452 19.5084
C29 -16.2358 7.0889 17.2199
H1 -20.3465 1.5582 7.9391
H2 -20.0325 1.4056 9.6685
H3 -18.9198 2.3850 8.7325
H4 -21.8675 3.2539 9.1702
H5 -19.2884 4.9436 8.3200
H6 -20.9122 5.3340 7.6865
H7 -20.0975 3.8702 7.0859
H8 -20.3541 2.2106 11.6607
H9 -22.1700 1.2717 15.2382
H10 -20.9180 2.7202 15.2686
H11 -20.4504 -3.1309 4.0829
H12 -12.6494 6.3110 4.2611
H13 -24.1131 3.5784 12.9807
H14 -24.2365 1.9174 13.5003
H15 -23.4851 2.3782 11.8545
H16 -20.3953 6.2133 9.9420
H17 -20.1463 7.4734 13.3673
H18 -21.6483 8.5697 10.9266
H19 -21.4637 9.2118 12.5653
H20 -22.6379 7.9042 12.2551
H21 -19.5932 8.2837 10.5045
H22 -18.2509 7.4325 11.5066
H23 -18.9450 8.9427 12.0494
H24 -23.3797 5.3356 14.2040
H25 -23.8045 6.0477 16.6983
H26 -22.2413 7.1554 17.9028
H27 -19.8247 7.0869 17.1902
H28 -19.0504 11.5161 12.8802
H29 -19.9963 12.9350 13.4588
H30 -20.7430 11.3552 13.5651
H31 -17.1053 11.4552 14.4587
H32 -17.9259 9.9193 14.6242
H33 -17.4902 10.8911 16.0729
H34 -20.8446 12.3508 16.1287
H35 -19.5692 13.5254 16.1612
H36 -19.2882 12.0685 17.0726
H37 -14.1278 8.5426 16.9964
H38 -13.5258 7.1441 18.2807
H39 -13.7489 8.7120 18.9752
H40 -15.6294 9.1524 19.8160
H41 -15.4178 7.5197 20.2435
H42 -17.0217 8.1627 19.5410
H43 -20.8633 -2.5013 3.8095
H44 -16.3705 6.0710 16.8575
H45 -16.7763 7.7633 16.3526
Se1 -15.8800 1.9785 9.9000
O1 -16.0470 3.7009 11.2858
C30 -9.3544 2.1247 6.6008
C31 -10.7966 2.3813 7.0169
C32 -11.4456 1.4509 7.8106
C33 -12.5979 1.7774 8.5614
C34 -13.0006 0.8935 9.6899
C35 -13.2338 3.0480 8.4568
Te1 -14.3397 3.9964 10.2366
C36 -12.6914 3.8660 7.4455
C37 -13.4935 5.1059 7.0426
C38 -11.5475 3.5345 6.7362
H46 -8.8928 1.4132 7.3164
H47 -8.7525 3.0614 6.6546
H48 -9.2966 1.7422 5.5609
H49 -11.0675 0.4448 7.8081
H50 -14.0225 1.1254 10.1281
H51 -12.2491 0.8861 10.4957
H52 -13.0238 -0.1418 9.3306
H53 -13.4729 5.9040 7.8461
H54 -14.4672 4.9345 7.0755
H55 -13.0111 5.6334 6.0781
H56 -11.2229 4.2616 6.0122
C39 -13.3484 0.3888 21.0564
C40 -13.0294 0.5317 19.6134
C41 -12.7977 1.8223 19.0403
C42 -12.5107 1.9367 17.6634
C43 -12.4204 0.8401 16.8868
C44 -12.6169 -0.3995 17.3373
C45 -12.8166 -0.5749 18.7864
S1 -11.8329 0.9416 15.0775
C46 -10.0810 0.6342 15.4630
O2 -12.4112 -0.3059 14.4426
H57 -13.8193 1.3058 21.4730
H58 -12.3896 0.3656 21.6229
H59 -14.1186 -0.3585 21.2935
H60 -13.0847 2.5694 19.7785
H61 -12.6543 2.8372 17.0553
H62 -12.5006 -1.1389 16.5469
H63 -12.7804 -1.6122 19.1711
H64 -9.3754 0.5799 14.6394
H65 -10.0039 -0.1006 16.2837
H66 -9.9262 1.5786 16.0174

For the orbital gap (alpha / beta), the calculation gives 3.57 / 3.60 eV. For the HOMO energy (alpha / beta), the calculation gives -0.19 / -0.28 eV. Its net charge is -2. Its spin multiplicity is 7. The value obtained for the LUMO energy (alpha / beta) is 0.12419 / 0.12216 Ha.

***

The following is a DFT calculation (wB97M-V/def2-TZVPD) of a structure of composition C46H67BBr2HfN8O4SSi.

Positions of all 131 atoms, in Å:
Hf1 0.3288 -0.2710 0.7608
C1 -2.9546 -2.9923 1.4507
C2 -1.8732 -2.6000 2.3997
C3 -1.4381 -3.2954 3.5334
C4 -0.4768 -2.4940 4.1115
C5 0.3251 -2.7141 5.3473
N1 -0.3612 -1.3789 3.3618
N2 -1.2168 -1.4478 2.2895
B1 0.1557 0.0203 3.8711
N3 -0.7738 1.0939 3.2519
N4 -0.9602 1.1721 1.8935
C6 -1.9845 2.0056 1.6678
C7 -2.5203 2.3150 0.3055
C8 -2.4482 2.4835 2.8940
C9 -1.6713 1.8817 3.8650
C10 -1.7332 2.0352 5.3483
N5 1.6112 0.3171 3.4469
N6 1.8891 0.6886 2.1544
C11 3.1651 1.0936 2.1356
C12 3.8792 1.6071 0.9308
C13 3.7048 0.9797 3.4171
C14 2.6930 0.4952 4.2202
C15 2.7125 0.2203 5.6872
H1 -3.7655 -3.4696 2.0001
H2 -3.3561 -2.1206 0.9361
H3 -2.6035 -3.7071 0.7066
H4 -1.7839 -4.2532 3.8859
H5 0.0984 -3.6950 5.7604
H6 1.3923 -2.6754 5.1253
H7 0.1057 -1.9595 6.1040
H8 0.0794 0.0499 5.0637
H9 -1.9081 1.9556 -0.5239
H10 -3.5198 1.8889 0.1908
H11 -2.6172 3.3907 0.1560
H12 -3.2543 3.1803 3.0516
H13 -2.4586 2.8051 5.6026
H14 -2.0339 1.1052 5.8316
H15 -0.7649 2.3239 5.7564
H16 3.1949 1.8809 0.1353
H17 4.4607 2.4864 1.2077
H18 4.5777 0.8583 0.5517
H19 4.7035 1.2453 3.7211
H20 3.7021 0.4454 6.0793
H21 1.9842 0.8308 6.2209
H22 2.4877 -0.8237 5.9019
C16 -2.4112 -0.7913 -1.4692
C17 -1.6069 -2.0166 -1.2757
C18 -1.9537 -3.2274 -1.9364
C19 -1.3366 -4.3864 -1.6047
C20 -0.3219 -4.3889 -0.6086
C21 0.3328 -5.5461 -0.1187
Br1 -0.1384 -7.2563 -0.7732
C22 1.3013 -5.4496 0.8344
C23 1.6928 -4.1826 1.3074
Br2 3.0669 -4.0681 2.5911
C24 1.1306 -3.0256 0.8372
O1 1.5411 -1.8111 1.2115
C25 0.0558 -3.1465 -0.0881
N7 -0.6062 -1.9820 -0.4271
H23 -3.3820 -1.0187 -1.9069
H24 -1.9257 -0.0703 -2.1495
H25 -2.5748 -0.2776 -0.5186
H26 -2.7484 -3.2020 -2.6691
H27 -1.6265 -5.3194 -2.0689
H28 1.7858 -6.3351 1.2192
C26 0.9622 -1.4096 -3.2474
N8 1.7401 -1.5554 -2.0209
C27 2.4736 -2.8107 -2.0307
C28 2.6742 -0.4491 -1.8553
C29 1.9925 0.8918 -1.7962
C30 2.3749 1.8743 -2.6933
C31 1.8963 3.1753 -2.5734
C32 1.0481 3.4935 -1.5304
C33 0.6415 2.4955 -0.6551
C34 1.0649 1.1636 -0.7686
H29 1.6129 -1.3821 -4.1357
H30 0.3722 -0.4912 -3.2362
H31 0.2879 -2.2622 -3.3501
H32 3.1812 -2.8619 -2.8733
H33 1.7836 -3.6523 -2.1158
H34 3.0385 -2.9188 -1.1024
H35 3.4401 -0.4443 -2.6486
H36 3.1990 -0.6259 -0.9089
H37 3.0692 1.6268 -3.4887
H38 2.1873 3.9299 -3.2931
H39 0.6708 4.5015 -1.4137
H40 -0.0075 2.7923 0.1582
C35 -5.4432 5.3926 -3.3262
C36 -4.7724 4.8082 -2.0864
C37 -5.7443 3.8910 -1.3412
C38 -4.3164 5.9361 -1.1705
O2 -3.5908 4.0945 -2.4345
Si1 -3.3034 2.9822 -3.6438
S1 -1.6262 1.8889 -3.2765
O3 -4.7501 2.1704 -3.7514
C39 -5.2555 1.2621 -4.7221
C40 -4.1383 0.5468 -5.4772
C41 -6.1170 2.0574 -5.6982
C42 -6.1015 0.2525 -3.9596
O4 -3.2250 3.7496 -5.1121
C43 -2.3710 4.7620 -5.6266
C44 -3.2301 5.7149 -6.4467
C45 -1.3509 4.0595 -6.5182
C46 -1.6512 5.5133 -4.5104
H41 -6.3515 5.9308 -3.0447
H42 -5.7079 4.6038 -4.0299
H43 -4.7718 6.0915 -3.8277
H44 -6.7180 4.3745 -1.2351
H45 -5.3675 3.6653 -0.3412
H46 -5.8728 2.9577 -1.8898
H47 -5.1708 6.5167 -0.8141
H48 -3.6357 6.6047 -1.7000
H49 -3.7893 5.5253 -0.3072
H50 -3.4671 1.2673 -5.9470
H51 -4.5689 -0.0914 -6.2532
H52 -3.5357 -0.0585 -4.7979
H53 -5.4965 2.7695 -6.2446
H54 -6.8807 2.6133 -5.1503
H55 -6.6119 1.3951 -6.4129
H56 -5.4826 -0.2584 -3.2184
H57 -6.5290 -0.4906 -4.6366
H58 -6.9158 0.7589 -3.4372
H59 -3.6884 5.1804 -7.2813
H60 -2.6301 6.5364 -6.8439
H61 -4.0276 6.1286 -5.8285
H62 -1.8638 3.5173 -7.3151
H63 -0.7853 3.3402 -5.9232
H64 -0.6630 4.7799 -6.9693
H65 -2.3627 5.9883 -3.8322
H66 -1.0083 6.2831 -4.9432
H67 -1.0377 4.8230 -3.9254

For the orbital gap, the calculation gives 5.62 eV. For the HOMO energy, the calculation gives -6.51 eV. The value obtained for the LUMO energy is -0.03273 Ha.

***

The following is a DFT calculation (wB97M-V/def2-TZVPD) of a structure of composition C46H67N4O6Sr.

Positions of all 124 atoms, in Å:
Sr1 -0.2878 1.2218 -0.8340
C1 3.6164 1.2877 6.0513
C2 2.1825 0.7936 5.8169
C3 1.2666 1.3596 6.9105
C4 2.1815 -0.7293 5.9354
C5 1.7057 1.2638 4.4435
C6 1.4127 0.4003 3.4327
C7 1.0490 0.8732 2.1259
N1 0.8663 0.1585 1.0399
C8 0.7337 -1.2554 1.0435
C9 1.7160 -2.1307 1.4490
C10 1.5058 -3.5146 1.4396
C11 0.2617 -3.9509 1.0222
C12 -0.7686 -3.1118 0.5725
C13 -0.5221 -1.7159 0.5013
O1 -1.3351 -0.8536 -0.0302
C14 -2.1128 -3.7806 0.2359
C15 -1.9026 -4.9063 -0.7914
C16 -3.1797 -2.8381 -0.3276
C17 -2.6856 -4.3940 1.5230
C18 2.5589 -4.5129 1.9206
C19 2.8235 -5.5698 0.8433
C20 2.0511 -5.2107 3.1908
C21 3.8824 -3.8309 2.2603
C22 0.7158 2.3145 1.9977
O2 0.0561 2.6934 0.9791
C23 1.1255 3.2119 3.0444
C24 1.6007 2.6694 4.2086
C25 0.9579 4.7169 2.8461
C26 1.6494 5.1564 1.5464
C27 1.5808 5.5047 3.9971
C28 -0.5331 5.0831 2.7921
H1 3.9655 0.9860 7.0435
H2 4.2957 0.8683 5.3070
H3 3.6878 2.3741 5.9876
H4 1.5764 0.9923 7.8931
H5 1.2919 2.4492 6.9365
H6 0.2322 1.0559 6.7399
H7 2.5030 -1.0142 6.9402
H8 1.1895 -1.1514 5.7650
H9 2.8662 -1.1926 5.2224
H10 1.4968 -0.6691 3.5639
H11 2.6549 -1.7049 1.7809
H12 0.0625 -5.0176 1.0456
H13 -1.3870 -4.5419 -1.6803
H14 -1.3166 -5.7332 -0.3858
H15 -2.8698 -5.3112 -1.1059
H16 -2.8705 -2.3768 -1.2616
H17 -4.0864 -3.4303 -0.4992
H18 -3.4084 -2.0230 0.3554
H19 -1.9922 -5.1043 1.9758
H20 -2.8911 -3.6119 2.2565
H21 -3.6230 -4.9176 1.3111
H22 1.9229 -6.1409 0.6143
H23 3.1612 -5.1056 -0.0853
H24 3.5919 -6.2737 1.1772
H25 1.1071 -5.7276 3.0108
H26 2.7762 -5.9473 3.5514
H27 1.8800 -4.4808 3.9850
H28 4.2917 -3.2809 1.4107
H29 3.7682 -3.1274 3.0877
H30 4.6170 -4.5812 2.5638
H31 1.8916 3.3305 5.0152
H32 2.7261 4.9776 1.6087
H33 1.2707 4.6265 0.6761
H34 1.4981 6.2306 1.3976
H35 2.6385 5.2670 4.1313
H36 1.5053 6.5732 3.7802
H37 1.0677 5.3230 4.9446
H38 -1.0360 4.5706 1.9769
H39 -1.0282 4.8132 3.7288
H40 -0.6435 6.1632 2.6506
O3 -0.2272 -2.6409 -2.7527
C29 -0.1794 -1.3998 -3.3269
O4 -1.3109 -0.5365 -3.0776
C30 1.1657 -0.6972 -3.3556
C31 2.1903 -1.2326 -4.1180
C32 3.3660 -0.4559 -4.2552
C33 3.4440 0.7774 -3.6815
C34 2.3527 1.2696 -2.9060
N2 1.2221 0.4729 -2.7466
C35 2.2571 2.5719 -2.3312
O5 3.2895 3.4584 -2.4896
O6 1.2712 2.9785 -1.6961
H41 -0.1007 -2.5610 -1.7907
H42 2.0786 -2.1968 -4.5925
H43 4.1992 -0.8295 -4.8384
H44 4.3469 1.3604 -3.8292
H45 3.9962 3.0276 -2.9809
C36 -1.5547 3.6624 -3.1267
C37 -2.6031 4.6039 -3.7731
N3 -3.9042 4.4537 -3.1162
C38 -3.7398 4.7152 -1.6842
C39 -2.7515 3.6985 -1.0572
N4 -2.2075 2.8265 -2.1087
C40 -3.3043 2.0800 -2.7373
C41 -4.3587 3.0718 -3.2910
H46 -0.7436 4.2103 -2.6458
H47 -1.0922 2.9950 -3.8575
H48 -2.7312 4.3851 -4.8357
H49 -2.2907 5.6470 -3.6891
H50 -4.7210 4.6541 -1.2085
H51 -3.3777 5.7381 -1.5620
H52 -3.2444 3.0663 -0.3140
H53 -1.9157 4.1898 -0.5551
H54 -3.7325 1.4023 -1.9946
H55 -2.8688 1.4526 -3.5161
H56 -5.3141 2.9616 -2.7733
H57 -4.5396 2.8980 -4.3544
C42 -1.4458 -2.8969 -6.0101
C43 -2.1561 -1.9515 -5.0403
C44 -2.9846 -2.7421 -4.0365
C45 -3.0931 -1.0224 -5.8213
C46 -1.0905 -1.0760 -4.4104
H58 -2.1772 -3.5009 -6.5534
H59 -0.7770 -3.5751 -5.4777
H60 -0.8557 -2.3507 -6.7508
H61 -3.7852 -3.2560 -4.5760
H62 -3.4367 -2.0799 -3.2993
H63 -2.3986 -3.4820 -3.4967
H64 -3.8823 -1.5950 -6.3139
H65 -2.5570 -0.4598 -6.5891
H66 -3.5746 -0.3034 -5.1543
H67 -0.7090 -0.3255 -5.1051

For the orbital gap (alpha / beta), the calculation gives 5.82 / 5.21 eV. For the HOMO energy (alpha / beta), the calculation gives -3.55 / -2.94 eV. Its net charge is -1. The value obtained for the LUMO energy (alpha / beta) is 0.08342 / 0.08350 Ha.

***

Number 1: total energy -4812.148740 Ha. Number 2: total energy -6061.282892 Ha. Number 3: total energy -8441.067095 Ha. Number 4: total energy -2494.384434 Ha.